No. 1
DFT (ωB97M-V/def2-TZVPD) results for 2 unconnected molecules or ions with the total composition C2H9NS.

Geometry (Å):
C 0.409 -2.427 0.575
S -1.112 -2.037 1.508
H 1.164 -1.676 0.394
H 0.091 -2.832 -0.399
H 0.918 -3.269 1.065
C 0.262 2.245 -0.921
N -0.262 1.180 -0.086
H 0.050 3.322 -0.582
H -0.118 2.214 -1.950
H 1.336 2.259 -0.864
H 0.246 1.151 0.788
H -1.233 1.436 0.037
H -1.752 -1.566 0.435

Results
E: -14544.5835 eV
Frontier orbital gap: 9.8946 eV
Relative energy (zero: lowest compared OMol25 entry of this formula, charge and spin): 16.4 kcal per mole
Total charge: 0



No. 2
DFT (ωB97M-V/def2-TZVPD) results for 2 unconnected molecules or ions with the total composition C30H41FO7S.

Geometry (Å):
C -2.151 2.588 10.117
C -3.013 3.131 8.800
O -3.919 2.390 8.142
O -2.710 4.512 8.352
C -1.554 4.499 7.406
C -1.942 5.507 6.129
C -2.491 4.663 4.806
C -2.013 5.410 3.397
C -0.626 4.733 2.842
C -0.410 4.904 1.199
C 1.147 4.390 0.866
C 1.172 3.459 -0.472
C 1.743 1.942 -0.293
C 1.339 0.946 -1.367
C 0.389 1.296 -2.655
C -1.146 0.726 -2.568
C -2.148 2.065 -2.558
O -1.426 0.060 -3.877
C -2.654 -0.747 -3.810
C -2.447 -2.257 -3.176
C -0.990 -2.970 -3.417
C -0.560 -4.453 -2.828
C -1.708 -5.240 -1.935
C -3.205 -4.545 -1.727
C -3.624 -3.056 -2.328
C 1.956 -0.605 -1.244
O 1.256 -1.714 -1.488
C 3.546 -0.649 -0.724
F 4.525 -1.616 -1.337
C 3.956 0.348 0.345
C 2.738 1.368 0.870
O 2.664 1.575 2.183
H -1.026 2.550 9.797
H -2.294 3.377 10.989
H -2.574 1.542 10.482
H -0.591 4.943 7.913
H -1.282 3.416 7.051
H -1.014 6.132 5.771
H -2.778 6.224 6.540
H -3.673 4.671 4.887
H -2.152 3.542 4.842
H -2.916 5.353 2.653
H -1.778 6.531 3.652
H 0.296 5.264 3.340
H -0.631 3.581 3.047
H -1.218 4.315 0.591
H -0.505 6.047 0.883
H 1.524 3.890 1.851
H 1.753 5.379 0.625
H 0.099 3.480 -0.944
H 1.883 3.999 -1.264
H 0.378 2.452 -2.948
H 0.895 0.759 -3.594
H -1.321 0.026 -1.646
H -3.111 1.816 -1.939
H -1.598 3.048 -2.243
H -2.519 2.238 -3.678
H -3.013 -0.906 -4.936
H -3.545 -0.254 -3.233
H -0.163 -2.371 -4.032
H 0.523 -4.849 -3.031
H -1.404 -6.277 -1.479
H -4.005 -5.128 -1.091
H -4.696 -2.577 -2.171
H 5.067 0.413 0.743
C 4.286 -7.961 -5.297
C 4.580 -6.461 -5.296
C 3.244 -5.732 -5.417
S 2.017 -6.812 -4.697
O 1.110 -7.241 -5.741
O 1.549 -6.239 -3.451
C 3.129 -8.155 -4.329
H 5.161 -8.547 -5.001
H 3.990 -8.278 -6.304
H 5.066 -6.186 -4.352
H 5.258 -6.181 -6.108
H 3.253 -4.782 -4.877
H 2.974 -5.563 -6.464
H 2.617 -9.110 -4.457
H 3.460 -8.041 -3.292

Results
E: -59637.3828 eV
Frontier orbital gap: 6.2250 eV
Total charge: 0



No. 3
DFT (ωB97M-V/def2-TZVPD) results for a molecular structure, C37H34Br2ClN5OPdSi.

Geometry (Å):
Pd 0.235 0.842 -0.711
C 2.191 1.222 -0.748
Si 2.300 1.658 -2.559
C 1.825 -0.062 -3.199
N 0.539 -0.373 -2.475
C -0.657 -0.042 -3.339
C -1.750 -1.096 -3.290
C -1.212 -2.430 -3.800
C 0.179 -2.736 -3.225
C 0.560 -1.835 -2.060
C 0.998 2.808 -3.277
C 0.040 3.520 -2.553
C -0.911 4.299 -3.203
C -0.920 4.382 -4.586
C 0.032 3.691 -5.325
C 0.979 2.916 -4.673
C 3.976 2.344 -3.028
C 5.122 1.570 -2.813
C 6.388 2.070 -3.074
C 6.532 3.367 -3.550
C 5.410 4.153 -3.763
C 4.144 3.644 -3.506
H 2.461 1.963 -0.001
H 2.697 0.277 -0.532
H 2.590 -0.770 -2.878
H 1.700 -0.198 -4.275
H -0.317 0.065 -4.373
H -1.036 0.935 -3.039
H -2.566 -0.751 -3.927
H -2.164 -1.178 -2.283
H -1.138 -2.367 -4.888
H -1.904 -3.241 -3.574
H 0.949 -2.603 -3.988
H 0.242 -3.764 -2.884
H 1.603 -2.026 -1.803
H -0.097 -1.251 -0.183
H 0.033 3.462 -1.471
H -1.648 4.840 -2.621
H -1.662 4.988 -5.091
H 0.035 3.756 -6.405
H 1.717 2.384 -5.267
H 5.028 0.558 -2.429
H 7.261 1.454 -2.904
H 7.518 3.763 -3.752
H 5.519 5.165 -4.131
H 3.276 4.269 -3.682
Br -1.544 -0.043 3.651
C -0.776 1.670 3.395
C -0.663 2.518 4.505
C -0.112 3.755 4.368
Br 0.028 4.868 5.899
C 0.341 4.207 3.105
C 0.919 5.477 2.882
C 1.314 5.832 1.627
C 1.122 4.915 0.578
N 0.594 3.730 0.743
C 0.208 3.348 1.983
C -0.357 2.022 2.121
O -0.490 1.194 1.133
H -1.012 2.175 5.469
H 1.039 6.154 3.716
H 1.759 6.797 1.429
H 1.416 5.179 -0.435
N -2.809 -5.910 -0.657
C -2.106 -5.003 -0.781
N -1.226 -4.048 -1.112
C -1.133 -2.938 -0.458
N -0.231 -2.003 -0.852
Cl -5.259 -6.151 4.072
C -4.291 -5.086 3.099
C -4.898 -4.334 2.107
C -4.120 -3.487 1.338
C -2.750 -3.389 1.548
C -1.914 -2.432 0.745
C -2.167 -4.141 2.560
C -2.930 -4.998 3.336
H -5.963 -4.417 1.942
H -4.590 -2.896 0.561
H -2.499 -1.575 0.400
H -1.167 -1.993 1.415
H -1.104 -4.058 2.751
H -2.479 -5.589 4.121

Results
E: -212383.8154 eV
Frontier orbital gap: 6.8948 eV
Relative energy (zero: lowest compared OMol25 entry of this formula, charge and spin): 0.0 kcal per mole
Total charge: 0



Number 1: lowest unoccupied orbital energy 0.962 eV. Number 2: lowest unoccupied orbital energy -1.586 eV. Number 3: lowest unoccupied orbital energy -0.629 eV.